# 1
Molecular formula: C20H29AsN3O4OsPS4
Method: DFT, ωB97M-V/def2-TZVPD

ORCA input file:
```
! RIJCOSX wB97M-V def2-TZVPD def2/J DEFGRID3
* xyz 0 1
H -0.94 -1.62 2.59
C -1.20 -4.21 -1.91
H 0.73 4.78 4.62
H 2.59 4.59 0.78
O -0.94 2.18 -0.60
H 3.43 1.95 -1.94
H -4.16 -3.72 -0.34
H 2.85 5.49 -4.26
H -1.89 -5.33 0.84
H -4.23 -0.33 -0.73
Os 1.26 -1.23 -1.13
O 2.35 1.31 0.13
N -2.98 -1.56 0.41
C 1.48 5.20 -2.62
C 3.26 3.69 -3.17
As 4.35 -2.53 -1.61
S 2.72 -1.17 -2.66
H -1.59 -5.25 2.58
H -4.57 -0.92 1.59
H -2.81 -0.95 -1.59
C 1.13 3.07 1.17
C 1.75 4.80 2.73
N -2.17 -3.62 -1.00
C 0.85 4.30 3.66
H -2.61 0.37 -0.43
H -1.10 -5.29 -1.73
H 0.27 4.65 -0.94
H -3.94 -3.89 -2.09
C -0.78 -2.70 2.66
N -1.54 -3.40 1.62
H 0.92 6.11 -2.82
H -3.44 -2.00 2.41
C -1.29 -4.84 1.61
C 0.09 3.18 3.34
H 0.29 -2.89 2.57
H 2.34 5.68 2.97
S 4.62 -4.30 -2.60
C -3.52 -1.17 1.71
H 4.10 3.41 -3.80
C 1.11 4.39 -1.56
H 3.24 1.68 0.10
C 1.89 4.19 1.50
H -0.62 2.78 4.06
P -1.73 -2.59 0.19
C -3.52 -4.14 -1.11
H -3.00 -0.29 2.12
H -1.13 -3.03 3.64
C 0.13 1.64 -0.67
C 2.56 4.86 -3.43
S 2.49 -2.67 -0.16
H -0.24 -5.08 1.45
H -0.23 -3.75 -1.80
C -3.16 -0.55 -0.64
O 0.31 0.48 -1.28
H -1.53 -4.07 -2.94
H -0.37 1.70 1.87
H -3.52 -5.23 -1.01
O -0.46 -1.87 -0.19
C 1.40 2.32 -0.13
C 0.23 2.57 2.11
S 5.75 -1.29 -0.77
C 1.83 3.23 -1.29
C 2.89 2.88 -2.11
*
```

Calculated values
- Energy above the lowest of the compared OMol25 structures with the same formula, charge and spin: 25.9 kcal per mole
- HOMO-LUMO gap (alpha / beta): 6.23 / 6.24 eV
- Total energy: -5505.373300 a.u.

# 2
Molecular formula: C20H29BrClN5O4W
Method: DFT, ωB97M-V/def2-TZVPD

ORCA input file:
```
! RIJCOSX wB97M-V def2-TZVPD def2/J DEFGRID3
* xyz 2 1
H 1.21 2.29 4.89
H 3.93 -0.56 -2.93
C 1.41 3.52 -3.48
C 2.29 -0.70 -1.62
C 0.65 1.55 5.47
H -3.84 -1.80 1.04
H 1.04 3.90 -4.42
O -0.79 0.75 -2.53
H -3.19 -4.04 -3.42
N 0.49 -0.04 3.61
H -3.10 -0.19 0.98
C 2.49 4.09 -2.83
H -4.65 0.10 -0.88
Cl 4.84 -0.54 -0.74
H -5.16 -1.55 -1.25
C -0.41 1.77 -3.43
C 1.47 -0.98 4.21
H 3.04 0.44 4.54
H 3.00 4.93 -3.28
H 1.06 -0.09 6.82
C 2.32 2.48 -1.03
H 3.80 4.03 -1.13
C 2.40 -0.22 5.14
W 0.04 0.34 -0.90
C -0.30 0.80 4.56
O 1.94 -0.33 -0.43
C -3.52 -3.08 -3.03
H 3.06 -0.94 5.63
H -4.25 -0.61 -2.45
H -0.63 -1.48 -3.73
H -0.94 0.12 5.12
C -3.01 -1.22 0.62
C -1.31 -2.32 -3.82
C -4.37 -0.82 -1.39
H 2.30 1.14 6.80
H -0.18 -2.18 -1.59
N -3.10 -1.27 -0.83
C 2.94 3.58 -1.62
H -2.07 -1.65 0.96
O 1.34 -0.73 -2.44
H -1.82 -2.24 -4.78
H 3.76 -2.12 -2.13
H 0.88 -1.73 4.76
H -0.76 -3.27 -3.80
H -0.93 1.46 3.97
C -2.09 -1.70 -1.60
H 1.99 -1.48 3.40
C 0.35 0.07 2.35
C 3.70 -1.04 -1.98
N -2.33 -2.27 -2.77
O -1.01 1.93 -4.43
N -0.81 -1.51 -1.16
C 1.62 0.59 6.16
C 0.78 2.45 -2.87
N 0.21 0.19 1.20
H 2.72 2.07 -0.11
H -4.17 -2.60 -3.76
C 1.20 1.93 -1.65
H -4.07 -3.25 -2.11
H 0.06 2.10 6.20
Br -1.57 1.96 -0.06
*
```

Calculated values
- Energy above the lowest of the compared OMol25 structures with the same formula, charge and spin: 1.8 kcal per mole
- HOMO-LUMO gap: 6.63 eV
- Total energy: -4455.090640 a.u.

# 3
Molecular formula: C20H29EuN4O2S2
Method: DFT, ωB97M-V/def2-TZVPD

ORCA input file:
```
! RIJCOSX wB97M-V def2-TZVPD def2/J DEFGRID3
* xyz 2 7
C -3.58 -3.13 2.90
C 3.33 0.04 -0.48
S 1.37 2.26 1.39
C -2.85 0.31 -0.32
H -0.48 2.64 -3.38
H 6.11 -1.89 -0.91
H 5.66 -1.16 0.48
H 2.39 4.40 0.23
C 4.34 -2.67 -0.03
C -4.94 -3.14 2.73
H -3.07 -3.90 3.47
H 0.61 -0.02 -2.46
O -0.35 -2.51 -0.19
H -1.99 2.32 -0.17
H 0.71 4.77 -3.68
H 2.41 -2.98 0.82
H 2.77 0.67 -1.20
C -5.54 -2.09 2.02
O -0.40 -3.10 0.93
H -3.93 0.38 -0.55
C -0.47 0.14 -2.32
N 5.27 -1.55 -0.39
N -0.64 1.15 -1.25
H -5.54 -3.90 3.19
C 0.22 2.30 -1.37
Eu 0.00 -0.20 0.97
H -6.63 -2.06 1.93
H 4.44 -0.82 -2.18
H 3.56 0.71 0.38
C -2.81 1.31 2.02
H -2.54 1.88 -1.81
N -2.68 0.11 1.16
C -4.78 -1.10 1.43
H 2.18 5.62 -1.89
H -0.94 0.47 -3.27
H -2.63 1.00 3.06
H -0.92 -0.80 -1.99
N 2.43 -1.02 0.03
S -1.10 -2.32 2.82
C 0.84 4.20 -2.76
H 4.09 -3.19 -0.99
C 3.12 -2.14 0.73
C -2.77 -2.11 2.33
C 0.18 3.00 -2.58
H 3.40 -1.81 1.75
H -2.49 -0.63 -0.77
C 4.61 -0.45 -1.16
C 1.07 2.79 -0.29
H -3.82 1.79 1.93
H 4.86 -3.38 0.62
C 1.77 3.99 -0.58
C -2.05 1.49 -0.88
C -3.40 -1.04 1.61
H 5.33 0.40 -1.23
C 1.66 4.69 -1.77
H 1.90 -1.44 -0.76
H -2.02 2.03 1.79
H -5.28 -0.31 0.86
*
```

Calculated values
- Energy above the lowest of the compared OMol25 structures with the same formula, charge and spin: 0.0 kcal per mole
- ⟨S²⟩: 12.185
- HOMO-LUMO gap (alpha / beta): 5.57 / 6.93 eV
- Total energy: -2654.942914 a.u.

# 4
Molecular formula: C20H29F6N6O4PdS4
Method: DFT, ωB97M-V/def2-TZVPD

ORCA input file:
```
! RIJCOSX wB97M-V def2-TZVPD def2/J DEFGRID3
* xyz -1 1
F -2.50 3.46 1.77
C 2.16 2.81 -1.18
O 1.27 0.55 1.22
C -3.31 2.44 1.50
H 1.70 -2.04 0.35
H 2.33 5.12 1.14
S -2.57 1.05 0.45
F -0.92 1.91 3.88
H 3.93 1.00 -1.75
H -2.24 -5.94 0.20
H -3.21 5.56 -1.27
F -4.38 2.94 0.85
N -0.52 -2.54 1.03
C 1.45 -1.94 -2.95
C 1.19 -4.45 -2.50
C -2.17 5.30 -1.13
C -1.61 4.24 -1.82
H -2.17 3.67 -2.54
H 1.12 -4.36 -1.41
H 1.89 -1.27 -3.69
H -0.76 -5.05 0.55
C 0.41 4.51 -0.79
F -3.75 1.95 2.67
C -1.36 6.01 -0.25
S 0.06 1.35 1.42
H 1.60 -5.43 -2.74
H -1.74 -2.94 2.64
N -1.33 0.62 1.32
H 5.13 1.54 -0.54
N 1.71 4.00 -0.61
H 0.38 -1.99 -3.15
H 0.22 -2.51 1.71
H 3.05 -3.35 -2.61
C -1.86 -2.76 1.57
O -2.39 1.70 -0.82
H 0.61 6.18 0.58
C -1.77 -5.24 0.91
C 2.06 -3.34 -3.09
C -0.04 5.63 -0.09
H -2.47 -1.87 1.45
C 4.08 1.29 -0.71
C 3.46 3.34 0.58
H 4.24 3.20 1.31
H -1.24 -6.88 2.22
N 3.27 2.44 -0.45
O 0.10 2.79 1.30
H 0.18 -4.39 -2.89
F 1.24 1.81 3.77
N -0.35 3.85 -1.64
C -1.72 -5.90 2.28
H -3.54 -4.07 1.35
Pd 0.06 1.32 -0.90
C -2.56 -3.93 0.88
S 1.79 2.14 -2.68
S -1.36 -1.34 -1.23
C 2.52 4.29 0.49
H 1.22 -0.25 -1.63
H -2.73 -3.63 -0.15
H 2.74 -1.19 -1.41
H -1.16 -5.29 3.00
O -3.64 0.11 0.58
H 3.79 0.47 -0.05
F 0.06 -0.01 3.76
H -2.73 -6.04 2.68
C -0.23 -1.94 -0.15
H -1.74 6.85 0.31
C 1.66 -1.27 -1.59
N 1.10 -2.00 -0.46
H 2.21 -3.55 -4.15
C 0.09 1.26 3.30
*
```

Calculated values
- Energy above the lowest of the compared OMol25 structures with the same formula, charge and spin: 30.7 kcal per mole
- HOMO-LUMO gap: 6.56 eV
- Total energy: -3728.885876 a.u.